1.
A 9-piece molecular cluster, C16H30Br14Cl6 overall at a distorted geometry, computed with ωB97M-V with the def2-TZVPD basis set.

The SMILES is ClC(Cl)Cl.ClC(Cl)Cl.BrCCBr.BrCCBr.BrCCBr.BrCCBr.BrCCBr.BrCCBr.BrCCBr. For the energy above the lowest of the compared OMol25 structures with the same formula, charge and spin, the calculation gives 0.0000 eV. For the HOMO energy, the calculation gives -10.0 eV. The value obtained for the orbital gap is 10.021 eV.

Element x y z (Å)
Cl1 -6.96 -7.61 -12.04
C1 -7.02 -9.23 -12.62
Cl2 -8.55 -9.38 -13.54
Cl3 -6.92 -10.38 -11.18
H1 -6.16 -9.32 -13.29
Cl4 -15.65 -2.92 -17.03
C2 -14.79 -3.38 -15.58
Cl5 -12.96 -3.50 -15.85
Cl6 -15.28 -5.03 -14.94
H2 -14.81 -2.68 -14.75
Br1 -7.84 -4.21 -16.16
C3 -8.87 -3.93 -17.83
C4 -9.47 -2.50 -17.91
Br2 -10.85 -2.51 -19.36
H3 -9.71 -4.63 -17.73
H4 -8.24 -4.18 -18.68
H5 -8.67 -1.81 -18.17
H6 -9.97 -2.15 -17.01
Br3 -6.19 -8.45 -16.09
C5 -7.92 -7.70 -16.72
C6 -8.11 -7.98 -18.21
Br4 -6.50 -7.43 -19.29
H7 -7.72 -6.65 -16.52
H8 -8.63 -8.18 -16.04
H9 -8.92 -7.45 -18.72
H10 -8.26 -9.06 -18.29
Br5 -11.55 -10.40 -17.54
C7 -12.30 -11.10 -15.86
C8 -11.47 -10.54 -14.75
Br6 -12.47 -10.99 -13.01
H11 -12.50 -12.17 -15.82
H12 -13.25 -10.57 -15.78
H13 -11.54 -9.46 -14.70
H14 -10.48 -10.98 -14.65
Br7 -7.75 -1.05 -8.75
C9 -9.36 -2.25 -8.77
C10 -9.06 -3.78 -8.56
Br8 -10.73 -4.91 -8.31
H15 -9.77 -2.06 -9.77
H16 -9.97 -1.87 -7.95
H17 -8.50 -3.95 -7.63
H18 -8.49 -4.23 -9.38
Br9 -12.28 -2.15 -10.30
C11 -13.55 -3.67 -10.28
C12 -14.46 -3.65 -11.52
Br10 -15.80 -5.14 -11.37
H19 -14.06 -3.69 -9.32
H20 -13.01 -4.62 -10.29
H21 -13.96 -3.76 -12.49
H22 -14.99 -2.70 -11.57
Br11 -10.98 -1.46 -13.89
C13 -9.15 -1.56 -13.26
C14 -8.57 -0.09 -13.54
Br12 -6.65 0.06 -12.77
H23 -8.68 -2.41 -13.75
H24 -9.25 -1.80 -12.20
H25 -9.09 0.65 -12.93
H26 -8.49 0.13 -14.60
Br13 -11.34 -6.80 -15.77
C15 -11.32 -6.05 -13.91
C16 -9.89 -5.79 -13.52
Br14 -9.93 -5.19 -11.69
H27 -11.69 -6.69 -13.10
H28 -11.91 -5.13 -13.94
H29 -9.37 -4.99 -14.06
H30 -9.18 -6.61 -13.63

2.
C16H30ClF3NiO8S3 as an isolated structure at a distorted geometry, computed with ωB97M-V with the def2-TZVPD basis set.

For the energy above the lowest of the compared OMol25 structures with the same formula, charge and spin, the calculation gives 0.0000 eV. For the HOMO energy (alpha / beta), the calculation gives -8.5 / -8.4 eV. The multiplicity is 3. The value obtained for the orbital gap (alpha / beta) is 8.900 / 8.798 eV.

Element x y z (Å)
Ni1 -6.30 12.27 16.39
C1 -7.78 13.59 18.49
O1 -6.45 13.42 18.98
O2 -7.87 13.01 17.29
C2 -8.75 13.01 19.57
F1 -9.48 11.98 19.09
F2 -8.18 12.58 20.69
F3 -9.66 13.94 19.95
C3 -5.84 14.55 19.60
C4 -4.68 14.05 20.44
H1 -4.98 13.27 21.14
H2 -3.85 13.61 19.86
H3 -4.18 14.90 20.90
H4 -6.54 15.01 20.30
H5 -5.45 15.15 18.78
H6 -8.11 14.64 18.36
Cl1 -4.19 13.18 16.17
C5 -4.81 12.74 11.84
C6 -4.78 14.29 11.79
C7 -5.44 14.79 13.06
S1 -6.83 13.65 13.30
O3 -8.02 14.15 12.70
O4 -6.87 13.29 14.70
C8 -6.21 12.33 12.26
H7 -4.09 12.44 12.61
H8 -4.55 12.34 10.87
H9 -5.17 14.71 10.86
H10 -3.74 14.62 11.86
H11 -6.02 15.71 13.14
H12 -4.77 14.62 13.90
H13 -6.86 12.42 11.38
H14 -6.37 11.38 12.77
C9 -4.26 9.55 20.75
C10 -5.69 9.17 21.11
C11 -6.50 9.89 20.06
S2 -5.70 9.49 18.53
O5 -5.78 10.65 17.67
O6 -6.13 8.20 18.05
C12 -4.07 9.23 19.29
H15 -3.43 9.19 21.37
H16 -4.16 10.64 20.91
H17 -5.96 9.50 22.11
H18 -5.79 8.08 21.00
H19 -6.37 10.96 20.25
H20 -7.59 9.82 19.98
H21 -3.38 9.88 18.73
H22 -3.80 8.21 19.03
C13 -10.33 11.37 14.14
C14 -10.24 9.89 13.68
C15 -9.33 9.09 14.58
S3 -8.93 10.20 15.96
O7 -7.71 10.88 15.57
O8 -9.05 9.60 17.26
C16 -10.22 11.37 15.66
H23 -11.27 11.83 13.84
H24 -9.53 11.94 13.66
H25 -9.97 9.83 12.62
H26 -11.28 9.53 13.66
H27 -8.35 8.80 14.19
H28 -9.73 8.19 15.06
H29 -9.84 12.29 16.11
H30 -11.17 11.07 16.09

3.
One molecule with the formula C16H30N2, computed with ωB97M-V with the def2-TZVPD basis set.

The SMILES is NCCCCCNC[C@]12C[C@H]3C[C@H](C[C@H](C3)C1)C2. For the energy above the lowest of the compared OMol25 structures with the same formula, charge and spin, the calculation gives 0.0000 eV. For the HOMO energy, the calculation gives -8.7 eV. The value obtained for the orbital gap is 9.510 eV.

Element x y z (Å)
N1 -5.71 -1.78 -0.92
C1 -5.22 -1.61 0.44
C2 -4.88 -0.14 0.72
C3 -3.61 0.31 -0.01
C4 -3.23 1.74 0.37
C5 -1.94 2.17 -0.32
N2 -0.84 1.31 0.06
C6 0.42 1.65 -0.58
C7 1.53 0.65 -0.25
C8 1.07 -0.77 -0.60
C9 2.20 -1.77 -0.31
C10 3.42 -1.42 -1.16
C11 3.89 -0.01 -0.82
C12 4.27 0.05 0.66
C13 3.05 -0.29 1.51
C14 2.57 -1.71 1.17
C15 1.92 0.70 1.23
C16 2.77 0.99 -1.10
H1 -5.98 -2.74 -1.07
H2 -4.97 -1.56 -1.58
H3 -6.03 -1.91 1.11
H4 -4.34 -2.23 0.67
H5 -4.74 -0.02 1.79
H6 -5.72 0.47 0.41
H7 -3.77 0.27 -1.09
H8 -2.78 -0.35 0.24
H9 -3.10 1.81 1.45
H10 -4.03 2.43 0.08
H11 -1.73 3.24 -0.09
H12 -2.06 2.09 -1.41
H13 -0.73 1.35 1.07
H14 0.76 2.67 -0.31
H15 0.24 1.64 -1.66
H16 0.19 -1.01 -0.01
H17 0.79 -0.82 -1.65
H18 1.85 -2.78 -0.56
H19 4.22 -2.14 -0.97
H20 3.16 -1.48 -2.22
H21 4.76 0.24 -1.43
H22 4.62 1.06 0.91
H23 5.08 -0.65 0.87
H24 3.32 -0.24 2.57
H25 1.71 -1.97 1.78
H26 3.37 -2.43 1.38
H27 1.06 0.45 1.85
H28 2.25 1.71 1.48
H29 3.11 2.00 -0.87
H30 2.50 0.96 -2.16

4.
C16H30N2O5Os as an isolated structure, computed with ωB97M-V with the def2-TZVPD basis set.

For the HOMO energy (alpha / beta), the calculation gives -22.6 / -22.4 eV. The multiplicity is 5. The value obtained for the orbital gap (alpha / beta) is 9.575 / 5.775 eV. As for the charge: +4.

Element x y z (Å)
Os1 -0.70 1.06 0.06
C1 -0.15 3.37 2.19
C2 -0.54 2.12 2.95
O1 -1.31 1.22 2.06
C3 -2.77 1.41 2.01
C4 -3.13 2.53 1.05
O2 -2.22 2.41 -0.12
C5 -2.84 2.38 -1.47
C6 -1.68 2.32 -2.41
O3 -0.85 1.17 -1.99
C7 0.36 0.96 -2.83
C8 1.47 1.78 -2.22
O4 1.50 1.36 -0.84
C9 2.41 2.10 0.02
C10 1.71 3.34 0.52
O5 0.36 2.92 0.91
H1 0.62 3.91 2.74
H2 -0.97 4.06 2.02
H3 -1.17 2.33 3.82
H4 0.32 1.53 3.26
H5 -3.13 1.60 3.02
H6 -3.17 0.45 1.68
H7 -3.00 3.53 1.44
H8 -4.16 2.41 0.70
H9 -3.44 3.28 -1.61
H10 -3.48 1.49 -1.52
H11 -1.06 3.22 -2.36
H12 -2.01 2.15 -3.44
H13 0.12 1.24 -3.85
H14 0.56 -0.10 -2.78
H15 1.30 2.85 -2.29
H16 2.42 1.55 -2.70
H17 3.32 2.33 -0.52
H18 2.66 1.42 0.84
H19 1.61 4.13 -0.22
H20 2.24 3.74 1.39
N1 -0.05 -0.90 0.20
C11 0.23 -2.02 0.28
N2 0.54 -3.31 0.37
C12 -0.38 -4.31 -0.15
C13 0.40 -5.36 -1.02
C14 1.61 -5.89 -0.29
C15 2.54 -4.81 0.21
C16 1.79 -3.70 1.02
H21 -1.18 -3.82 -0.69
H22 -0.80 -4.85 0.72
H23 0.65 -4.87 -1.96
H24 -0.32 -6.15 -1.23
H25 2.18 -6.50 -1.00
H26 1.33 -6.59 0.51
H27 3.07 -4.30 -0.59
H28 3.29 -5.22 0.89
H29 2.39 -2.82 1.20
H30 1.50 -4.15 1.99

5.
One molecule with the formula C16H30O2, computed with ωB97M-V with the def2-TZVPD basis set.

The SMILES is CCCCCC/C=C\CCCCCCCC(=O)O. For the energy above the lowest of the compared OMol25 structures with the same formula, charge and spin, the calculation gives 0.2027 eV. For the HOMO energy, the calculation gives -9.1 eV. The value obtained for the orbital gap is 9.880 eV.

Element x y z (Å)
C1 -0.75 -3.28 4.45
C2 0.12 -3.23 3.19
C3 1.59 -3.47 3.53
C4 2.48 -3.61 2.29
C5 2.50 -2.41 1.35
C6 3.06 -1.11 1.96
C7 2.03 -0.32 2.72
C8 1.18 0.53 2.18
C9 1.09 0.86 0.72
C10 -0.23 1.54 0.35
C11 -0.30 1.86 -1.14
C12 -1.61 2.55 -1.51
C13 -1.65 3.02 -2.97
C14 -1.69 1.87 -3.97
C15 -1.76 2.38 -5.41
C16 -3.05 3.12 -5.67
O1 -3.15 4.28 -5.94
O2 -4.12 2.32 -5.56
H1 -1.79 -3.10 4.20
H2 -0.43 -2.52 5.16
H3 -0.67 -4.25 4.93
H4 0.01 -2.26 2.72
H5 -0.22 -3.99 2.49
H6 1.95 -2.66 4.16
H7 1.67 -4.39 4.11
H8 3.51 -3.81 2.62
H9 2.15 -4.48 1.72
H10 3.12 -2.68 0.49
H11 1.49 -2.23 0.97
H12 3.89 -1.37 2.62
H13 3.45 -0.49 1.15
H14 2.02 -0.46 3.80
H15 0.48 1.06 2.81
H16 1.92 1.52 0.46
H17 1.21 -0.05 0.12
H18 -1.06 0.88 0.62
H19 -0.34 2.45 0.93
H20 -0.19 0.94 -1.71
H21 0.54 2.52 -1.40
H22 -2.44 1.87 -1.33
H23 -1.75 3.42 -0.86
H24 -0.78 3.65 -3.17
H25 -2.54 3.64 -3.11
H26 -0.78 1.27 -3.87
H27 -2.55 1.24 -3.77
H28 -0.93 3.05 -5.62
H29 -1.72 1.53 -6.10
H30 -4.93 2.82 -5.72

> Which formula does entry 2 have?

C16H30ClF3NiO8S3

What did the third record say?
One molecule with the formula C16H30N2, computed with ωB97M-V with the def2-TZVPD basis set.

The SMILES is NCCCCCNC[C@]12C[C@H]3C[C@H](C[C@H](C3)C1)C2. For the energy above the lowest of the compared OMol25 structures with the same formula, charge and spin, the calculation gives 0.0000 eV. For the HOMO energy, the calculation gives -8.7 eV. The value obtained for the orbital gap is 9.510 eV.

Element x y z (Å)
N1 -5.71 -1.78 -0.92
C1 -5.22 -1.61 0.44
C2 -4.88 -0.14 0.72
C3 -3.61 0.31 -0.01
C4 -3.23 1.74 0.37
C5 -1.94 2.17 -0.32
N2 -0.84 1.31 0.06
C6 0.42 1.65 -0.58
C7 1.53 0.65 -0.25
C8 1.07 -0.77 -0.60
C9 2.20 -1.77 -0.31
C10 3.42 -1.42 -1.16
C11 3.89 -0.01 -0.82
C12 4.27 0.05 0.66
C13 3.05 -0.29 1.51
C14 2.57 -1.71 1.17
C15 1.92 0.70 1.23
C16 2.77 0.99 -1.10
H1 -5.98 -2.74 -1.07
H2 -4.97 -1.56 -1.58
H3 -6.03 -1.91 1.11
H4 -4.34 -2.23 0.67
H5 -4.74 -0.02 1.79
H6 -5.72 0.47 0.41
H7 -3.77 0.27 -1.09
H8 -2.78 -0.35 0.24
H9 -3.10 1.81 1.45
H10 -4.03 2.43 0.08
H11 -1.73 3.24 -0.09
H12 -2.06 2.09 -1.41
H13 -0.73 1.35 1.07
H14 0.76 2.67 -0.31
H15 0.24 1.64 -1.66
H16 0.19 -1.01 -0.01
H17 0.79 -0.82 -1.65
H18 1.85 -2.78 -0.56
H19 4.22 -2.14 -0.97
H20 3.16 -1.48 -2.22
H21 4.76 0.24 -1.43
H22 4.62 1.06 0.91
H23 5.08 -0.65 0.87
H24 3.32 -0.24 2.57
H25 1.71 -1.97 1.78
H26 3.37 -2.43 1.38
H27 1.06 0.45 1.85
H28 2.25 1.71 1.48
H29 3.11 2.00 -0.87
H30 2.50 0.96 -2.16